[1]
{
  "formula": "C5H8N2",
  "method": "ωB97M-V with the def2-TZVPD basis set",
  "symbols": ["C", "C", "N", "N", "C", "C", "C", "H", "H", "H", "H", "H", "H", "H", "H"],
  "positions_angstrom": [[-0.70067, 1.68874, 1.60918], [-0.54958, 0.10936, 1.74420], [0.36084, -0.26848, 0.66320], [0.35250, -1.46910, 0.11983], [0.04084, -1.29366, -1.63939], [0.77864, -1.84761, -2.67825], [0.79371, -0.53169, -2.61381], [-1.49971, 2.06974, 2.14781], [0.22785, 2.23087, 1.83471], [-1.02225, 1.73430, 0.58222], [-0.31791, -0.21240, 2.69513], [-1.53710, -0.44897, 1.56017], [0.93592, 0.45473, 0.21355], [1.04805, -2.64969, -3.33800], [1.08887, 0.43386, -2.90057]],
  "atomic_forces_ev_per_a": [[1.0, -2.6, -0.7], [-2.2, 1.5, -2.5], [0.5, -2.3, -0.3], [-0.6, 2.0, -1.7], [0.2, 0.2, 3.2], [0.5, 0.1, -1.7], [-0.5, -1.0, 1.2], [-1.4, 0.7, 1.5], [-0.3, -0.2, -0.3], [0.3, 0.8, -0.6], [1.4, -0.6, 2.1], [1.2, 1.1, -0.2], [-0.5, -0.1, 0.4], [0.1, -0.4, 0.3], [0.3, 0.8, -0.6]],
  "nbo_charge": [-0.625, -0.218, -0.367, -0.249, 0.017, -0.167, -0.202, 0.215, 0.207, 0.210, 0.189, 0.203, 0.335, 0.226, 0.227],
  "smiles": "CCNN=c1cc1",
  "homo_lumo_gap_ev": [7.96, 7.96]
}

[2]
{
  "formula": "C24H72AsF6O12",
  "method": "ωB97M-V with the def2-TZVPD basis set",
  "symbols": ["As", "F", "F", "F", "F", "F", "F", "C", "C", "C", "O", "H", "H", "H", "H", "H", "H", "H", "H", "C", "C", "C", "O", "H", "H", "H", "H", "H", "H", "H", "H", "C", "C", "C", "O", "H", "H", "H", "H", "H", "H", "H", "H", "C", "C", "C", "O", "H", "H", "H", "H", "H", "H", "H", "H", "C", "C", "C", "O", "H", "H", "H", "H", "H", "H", "H", "H", "C", "C", "C", "O", "H", "H", "H", "H", "H", "H", "H", "H", "C", "O", "H", "H", "H", "H", "C", "O", "H", "H", "H", "H", "C", "O", "H", "H", "H", "H", "C", "O", "H", "H", "H", "H", "C", "O", "H", "H", "H", "H", "C", "O", "H", "H", "H", "H"],
  "positions_angstrom": [[-0.17833, 0.29387, -0.18243], [0.00028, -1.06906, 0.83739], [-1.44831, 0.86502, 0.84226], [-0.41201, 1.65403, -1.19721], [1.05264, -0.28793, -1.24096], [-1.37676, -0.60073, -1.03406], [0.96078, 1.16950, 0.76482], [3.61785, 0.02327, -4.48461], [4.22501, -1.34654, -4.77427], [5.17451, -1.75708, -3.64761], [3.16512, -2.31409, -4.97488], [2.98702, -0.00881, -3.59371], [3.01220, 0.36985, -5.32006], [4.41510, 0.74035, -4.25698], [4.76968, -1.33865, -5.72264], [5.43858, -2.81100, -3.65090], [4.82140, -1.43297, -2.66583], [6.10360, -1.17648, -3.76656], [2.72283, -2.36768, -4.08710], [3.08433, -3.36935, 2.18565], [3.69013, -3.14137, 3.56587], [4.73561, -4.19671, 3.90279], [4.35450, -1.86670, 3.64802], [2.34832, -4.18220, 2.20271], [3.81199, -3.58530, 1.39874], [2.52840, -2.48835, 1.85409], [2.87644, -3.18640, 4.30784], [4.34189, -5.18890, 3.67495], [5.01177, -4.13810, 4.95645], [5.63679, -4.01360, 3.31638], [3.69488, -1.16868, 3.46652], [-2.02421, 0.26121, -5.51671], [-0.87207, -0.44964, -6.15286], [-0.04752, -1.33251, -5.23337], [-1.42181, -1.27671, -7.20091], [-2.73155, -0.43174, -5.06756], [-2.51920, 0.92003, -6.23197], [-1.67628, 0.94073, -4.73628], [-0.22479, 0.29559, -6.63367], [-0.61425, -2.21570, -4.93313], [0.20083, -0.83507, -4.29064], [0.88278, -1.59126, -5.73620], [-0.68192, -1.61511, -7.71523], [-2.99085, 3.98288, 4.99201], [-1.60223, 3.49135, 4.66869], [-1.36291, 3.29308, 3.19406], [-0.61118, 4.39744, 5.17985], [-3.77508, 3.34020, 4.58847], [-3.10622, 4.99172, 4.58795], [-3.14795, 4.02072, 6.07553], [-1.43622, 2.51119, 5.14675], [-1.74834, 2.31982, 2.88694], [-0.33382, 3.39724, 2.86018], [-1.96445, 3.99267, 2.59749], [-0.83501, 4.59937, 6.09427], [-1.52666, 4.97898, -0.52113], [-0.14788, 5.11282, -1.16979], [0.92203, 4.80973, -0.12394], [-0.01145, 4.18034, -2.26292], [-2.32756, 5.15441, -1.24107], [-1.58511, 5.68374, 0.31445], [-1.68447, 3.98221, -0.09842], [-0.02264, 6.12179, -1.56717], [0.85343, 5.42301, 0.78084], [1.92683, 5.01098, -0.50554], [0.83302, 3.75899, 0.15035], [-0.31547, 3.31757, -1.92989], [-4.53856, -1.53211, 2.33436], [-3.86803, -0.41422, 3.10153], [-2.41942, -0.76800, 3.43474], [-3.94350, 0.78488, 2.38828], [-5.55716, -1.22713, 2.06712], [-4.62148, -2.43654, 2.93627], [-4.03670, -1.69540, 1.37814], [-4.41610, -0.28997, 4.04058], [-1.91335, -1.11962, 2.53156], [-2.37006, -1.55906, 4.18411], [-1.87599, 0.10705, 3.79618], [-3.23489, 0.78589, 1.72708], [-4.76335, 0.88712, -1.16275], [-5.52968, 0.85037, -2.38637], [-3.78205, 0.43349, -1.32024], [-4.62857, 1.92590, -0.87313], [-5.31178, 0.37953, -0.36286], [-5.72264, -0.05817, -2.62065], [1.41491, -3.57688, -2.25871], [2.35166, -2.49699, -2.22257], [1.84590, -4.44138, -2.75507], [1.12652, -3.87417, -1.24199], [0.50233, -3.26693, -2.77703], [1.87683, -1.70948, -1.89150], [-3.13467, -3.03596, -1.49541], [-4.34570, -3.68831, -1.90635], [-2.83561, -2.24559, -2.18393], [-3.28189, -2.61594, -0.49862], [-2.30412, -3.74247, -1.45508], [-4.81014, -3.08864, -2.49209], [1.51560, 0.73791, 3.86790], [2.27209, 0.00080, 2.94047], [0.43604, 0.59073, 3.73984], [1.80476, 0.40835, 4.86215], [1.67335, 1.81731, 3.75969], [1.89065, 0.14273, 2.06106], [4.16592, 3.15781, 0.98242], [4.87058, 4.37365, 0.70871], [3.09385, 3.33237, 0.85066], [4.44822, 2.29204, 0.38500], [4.32706, 2.96928, 2.04267], [5.16794, 4.38046, -0.20372], [-1.17611, -3.84547, 1.63718], [-2.14235, -4.35549, 2.54930], [-1.54959, -2.99233, 1.06917], [-0.27959, -3.55182, 2.16923], [-0.93598, -4.64699, 0.92500], [-2.89122, -4.70395, 2.06358]],
  "atomic_forces_ev_per_a": [[-1.1, -0.3, 0.2], [0.6, -0.5, 0.5], [-0.4, 0.4, 0.4], [0.0, 0.3, -0.4], [0.4, 0.0, -0.2], [-0.2, -0.2, -0.7], [0.5, 0.2, 0.1], [0.4, 0.0, 0.1], [-0.7, -0.6, 0.3], [0.6, 0.9, -0.1], [0.2, 0.4, 1.0], [-0.1, -0.2, 0.0], [0.0, 0.1, 0.0], [-0.1, 0.1, -0.2], [0.0, 0.1, 0.0], [-0.2, -0.1, 0.0], [-0.3, -0.4, -0.1], [0.0, -0.2, -0.1], [0.4, 0.0, -0.8], [-0.5, 0.1, -0.3], [0.4, 0.4, -0.2], [-0.2, 0.2, 0.1], [-0.5, -0.3, 0.0], [0.2, -0.1, 0.1], [0.2, 0.0, 0.2], [0.0, 0.1, 0.1], [0.1, 0.1, -0.1], [0.1, 0.0, 0.1], [0.0, -0.1, 0.0], [-0.1, -0.1, -0.1], [0.2, -0.3, -0.1], [-0.1, 0.7, 0.4], [0.1, -0.4, -0.5], [-0.1, 0.4, 0.4], [0.0, 0.2, -0.1], [-0.1, -0.1, -0.1], [-0.2, -0.3, -0.1], [0.1, -0.2, 0.2], [0.1, 0.0, 0.2], [0.0, -0.1, -0.3], [0.1, 0.2, -0.1], [0.0, -0.3, 0.2], [0.0, -0.1, 0.0], [-0.3, 0.2, 0.2], [0.7, -0.6, 0.3], [-0.8, 0.2, -0.9], [-0.1, 0.1, -0.1], [0.1, 0.0, -0.2], [-0.1, 0.0, 0.0], [0.1, 0.1, 0.0], [-0.1, 0.1, 0.1], [0.2, -0.1, 0.1], [0.2, -0.1, 0.3], [0.2, 0.2, 0.2], [0.0, 0.0, 0.0], [0.1, 0.2, 0.0], [-0.2, -1.0, 0.4], [0.4, 0.4, -0.1], [-0.2, 0.5, 0.3], [0.0, 0.2, 0.0], [-0.2, 0.0, -0.1], [0.2, -0.1, -0.1], [0.0, -0.1, -0.2], [-0.3, -0.1, -0.1], [-0.1, -0.3, -0.2], [0.1, 0.0, 0.1], [0.3, 0.4, -0.2], [-0.7, 0.2, -0.3], [0.5, -0.8, 0.5], [-0.1, -0.1, -0.1], [0.0, 0.8, -0.4], [0.0, 0.0, 0.1], [0.3, -0.2, -0.2], [0.2, -0.3, 0.2], [-0.1, 0.3, 0.0], [0.0, 0.0, 0.1], [0.0, 0.0, 0.0], [-0.1, 0.0, 0.1], [-0.1, 0.0, 0.1], [-0.4, -0.4, -0.5], [0.2, 0.5, 0.3], [0.0, 0.0, 0.2], [-0.1, 0.1, -0.2], [0.2, 0.0, 0.0], [0.1, -0.1, 0.1], [-0.4, 0.4, 0.5], [-0.3, -0.1, -0.2], [0.2, 0.1, -0.1], [0.1, 0.0, -0.1], [0.0, -0.1, -0.1], [0.3, -0.5, -0.1], [-0.2, 0.1, 0.0], [0.4, 0.0, 0.0], [-0.1, 0.1, 0.1], [0.2, 0.1, -0.1], [-0.2, -0.2, 0.0], [0.0, 0.0, 0.0], [-0.5, 0.5, 0.0], [0.1, -0.3, -0.3], [0.1, -0.2, 0.0], [0.0, 0.1, 0.1], [0.2, -0.1, 0.1], [0.1, 0.0, 0.2], [-0.6, 0.6, 0.4], [0.3, -0.3, -0.2], [0.0, -0.2, -0.1], [0.3, 0.1, 0.0], [0.1, -0.3, -0.1], [-0.1, -0.1, 0.0], [-0.5, -0.6, -0.7], [0.2, 0.2, 0.6], [0.0, 0.1, 0.1], [0.0, 0.0, 0.2], [0.3, 0.2, 0.0], [0.0, 0.1, -0.2]],
  "lowdin_charge": [0.698, -0.221, -0.234, -0.216, -0.224, -0.234, -0.218, -0.058, -0.470, -0.070, -0.101, 0.070, 0.074, 0.079, 0.128, 0.077, 0.071, 0.075, 0.049, -0.062, -0.489, -0.070, -0.071, 0.072, 0.083, 0.060, 0.134, 0.075, 0.071, 0.079, 0.046, -0.059, -0.494, -0.056, -0.068, 0.079, 0.080, 0.082, 0.134, 0.082, 0.078, 0.064, 0.080, -0.061, -0.500, -0.051, -0.057, 0.082, 0.086, 0.075, 0.129, 0.049, 0.076, 0.080, 0.077, -0.065, -0.468, -0.069, -0.070, 0.077, 0.076, 0.067, 0.130, 0.083, 0.073, 0.055, 0.042, -0.056, -0.506, -0.043, -0.053, 0.077, 0.079, 0.061, 0.134, 0.056, 0.087, 0.057, 0.053, -0.131, -0.134, 0.061, 0.079, 0.070, 0.053, -0.123, -0.151, 0.083, 0.074, 0.070, 0.046, -0.151, -0.121, 0.066, 0.048, 0.074, 0.059, -0.136, -0.143, 0.066, 0.085, 0.080, 0.045, -0.145, -0.132, 0.048, 0.082, 0.078, 0.065, -0.162, -0.127, 0.041, 0.070, 0.080, 0.068],
  "total_charge": -1,
  "homo_lumo_gap_ev": 9.91
}

[3]
{
  "formula": "C4H10NO2",
  "method": "ωB97M-V with the def2-TZVPD basis set",
  "symbols": ["C", "C", "C", "C", "N", "O", "O", "H", "H", "H", "H", "H", "H", "H", "H", "H", "H"],
  "positions_angstrom": [[1.62770, 0.13461, -0.03181], [2.15840, -1.25536, 0.04918], [-1.39437, -0.76267, 0.42843], [-0.71011, 0.31315, -0.38702], [-0.82359, 1.64922, 0.20834], [2.08077, 1.20319, 0.03213], [-0.99430, 0.32598, -1.68576], [2.55922, -1.78437, -0.87999], [2.94212, -0.99588, 0.82781], [1.43960, -1.87771, 0.57611], [-0.90995, -0.71381, 1.47028], [-2.45890, -0.70285, 0.39904], [-1.20687, -1.70345, -0.21662], [0.13720, 2.12232, 0.24535], [-1.50392, 2.21460, -0.20738], [-1.08685, 1.79844, 1.18454], [-1.85614, 0.03460, -2.01260]],
  "atomic_forces_ev_per_a": [[-3.1, -0.4, -1.8], [1.1, 0.3, 1.1], [2.3, -0.7, -0.6], [1.9, -2.3, 1.8], [2.5, 1.5, 1.9], [0.0, 0.4, 0.3], [0.6, 1.0, -1.6], [-0.6, 1.2, 1.2], [-0.1, -1.1, -1.0], [-0.2, -0.1, -0.3], [-1.2, -0.8, -1.5], [-1.0, 0.4, 0.5], [0.2, 1.0, 1.7], [-1.0, -0.3, -0.9], [-1.1, 1.4, -1.8], [-0.1, -1.3, 0.5], [-0.2, -0.2, 0.6]],
  "nbo_charge": [0.686, -0.768, -0.696, 0.311, -0.728, -0.475, -0.708, 0.308, 0.273, 0.261, 0.233, 0.223, 0.255, 0.453, 0.432, 0.439, 0.502],
  "total_charge": 1,
  "homo_lumo_gap_ev": [9.04, 9.04]
}

[4]
{
  "formula": "C2H2NO3S",
  "method": "ωB97M-V with the def2-TZVPD basis set",
  "symbols": ["C", "C", "N", "O", "O", "O", "S", "H", "H"],
  "positions_angstrom": [[-1.55550, 2.81629, 0.39066], [1.82258, -1.79753, -0.36252], [-1.72284, 1.65543, 0.29154], [-1.59540, 3.99564, 0.48079], [-1.38193, -0.95234, 0.62435], [3.01908, -1.95770, -0.63784], [-1.04253, 0.16639, -0.31213], [1.51548, -2.48691, 0.45888], [0.94106, -1.43927, -0.93374]],
  "atomic_forces_ev_per_a": [[-0.7, 0.6, 0.0], [1.5, -3.6, 0.3], [0.0, -1.0, 0.3], [0.4, 0.8, 0.1], [-0.4, -0.9, 0.9], [-2.1, 1.7, -0.4], [0.7, 0.5, -1.4], [-0.5, 1.0, 0.3], [1.0, 0.9, -0.2]],
  "nbo_charge": [0.789, 0.275, -0.727, -0.625, -1.052, -0.552, 0.637, 0.099, 0.155],
  "total_charge": -1,
  "homo_lumo_gap_ev": 5.97
}

no.,E_tot (eV)
1,-8287.42823
2,-127774.06627
3,-9885.50613
4,-20573.45823